(1)
C5H11EuO3 as an isolated structure, computed with ωB97M-V with the def2-TZVPD basis set.

Energy above the lowest of the compared OMol25 structures with the same formula, charge and spin   2.635 eV
Frontier orbital gap (alpha / beta)   6.366 / 6.479 eV
HOMO (alpha / beta)   -11.011 / -10.989 eV
DFT total energy   -1132.779755 hartree

```
! wB97M-V def2-TZVPD RIJCOSX def2/J DEFGRID3
* xyz 1 8
C 0.494 -0.908 -0.436
O -0.335 -0.553 0.704
C -0.413 0.811 0.987
C -0.761 1.677 -0.221
O -1.763 1.089 -1.043
C -3.061 1.038 -0.467
H 0.719 -1.981 -0.316
H 1.444 -0.338 -0.386
H 0.547 1.195 1.387
H -1.172 0.918 1.775
H 0.112 1.820 -0.871
H -1.089 2.671 0.119
H -3.083 0.339 0.381
H -3.362 2.041 -0.132
H -3.750 0.692 -1.246
Eu -0.865 -0.726 -2.443
O 3.575 -3.468 0.934
C 4.047 -2.422 0.541
H 4.406 -2.298 -0.502
H 4.311 -1.598 1.235
*
```

Now the Löwdin charges, all in e: -0.3859, -0.2523, -0.2347, -0.2046, -0.4030, -0.0682, 0.0302, 0.0384, 0.1395, 0.1330, 0.1159, 0.1405, 0.1050, 0.1119, 0.0953, 1.6431, -0.0146, -0.1494, 0.0773, 0.0825

(2)
One molecule with the formula C4H5N3O2, computed with ωB97M-V with the def2-TZVPD basis set.

Energy above the lowest of the compared OMol25 structures with the same formula, charge and spin   6.475 eV
Frontier orbital gap   7.839 eV
HOMO   -8.134 eV
DFT total energy   -470.001760 hartree
SMILES   C=C1N/C(=N/O)N=CO1

```
! wB97M-V def2-TZVPD RIJCOSX def2/J DEFGRID3
* xyz 0 1
C -1.430 -0.016 1.982
C -0.564 -0.301 1.001
N -0.840 0.386 -0.124
C 0.193 0.315 -1.042
N 0.087 1.292 -1.881
O 1.248 1.531 -2.683
N 1.216 -0.506 -0.931
C 1.340 -1.246 0.200
O 0.547 -1.002 1.108
H -1.496 -0.513 2.949
H -2.387 0.565 1.804
H -1.583 0.952 -0.249
H 1.731 0.770 -2.601
H 1.937 -2.226 0.466
*
```

Now the Löwdin charges, all in e: 0.0682, -0.3956, 0.1504, -0.4514, 0.0666, -0.0392, 0.1582, -0.1288, 0.1229, 0.0549, 0.0895, 0.1116, -0.0037, 0.1964

(3)
C38H35BiN8O2S3 as an isolated structure, computed with ωB97M-V with the def2-TZVPD basis set.

Energy above the lowest of the compared OMol25 structures with the same formula, charge and spin   0.000 eV
Frontier orbital gap   5.524 eV
HOMO   -6.821 eV
DFT total energy   -3466.774146 hartree

```
! wB97M-V def2-TZVPD RIJCOSX def2/J DEFGRID3
* xyz 0 1
Bi -0.248 2.093 -1.912
N 1.583 3.370 -6.172
C 0.906 2.802 -5.143
S 0.029 3.877 -4.087
N 0.942 1.476 -5.059
N 0.138 0.889 -4.131
C 0.066 -0.422 -4.185
C -0.877 -1.216 -3.441
C -0.800 -2.617 -3.446
C -1.625 -3.411 -2.655
C -2.573 -2.835 -1.804
C -2.736 -1.460 -1.841
C -1.942 -0.594 -2.682
O -2.117 0.709 -2.686
H 1.807 4.346 -6.120
H 2.307 2.767 -6.550
H 0.768 -0.982 -4.811
H -0.037 -3.101 -4.063
H -1.537 -4.493 -2.754
H -3.181 -3.424 -1.111
H -3.509 -0.955 -1.255
O -2.042 5.751 -0.203
C -1.292 4.882 -0.718
N -1.729 3.864 -1.522
C -3.135 3.477 -1.347
C -3.385 2.382 -0.316
C -4.718 2.008 0.006
C -4.938 0.980 0.916
C -3.842 0.301 1.456
C -2.580 0.722 1.044
N -2.352 1.713 0.186
C 0.146 4.933 -0.319
C 0.631 5.878 0.632
C 1.978 5.879 0.965
C 2.837 4.987 0.327
C 2.295 4.114 -0.613
N 0.990 4.086 -0.919
H -3.605 3.182 -2.275
H -3.640 4.396 -0.981
H -5.543 2.576 -0.444
H -5.950 0.727 1.254
H -3.964 -0.525 2.164
H -1.654 0.263 1.448
H -0.117 6.541 1.101
H 2.328 6.554 1.751
H 3.911 4.938 0.533
H 2.889 3.366 -1.122
S 2.272 0.169 -1.258
C 1.656 -0.634 0.089
N 1.488 -1.990 0.059
C 0.783 -2.665 1.141
C 1.253 -2.132 2.471
N 1.126 -0.692 2.489
C 1.132 -0.095 3.835
C -0.218 -0.184 4.536
C -1.285 0.654 4.202
C -2.534 0.420 4.767
C -2.717 -0.550 5.748
C -1.643 -1.364 6.115
C -0.393 -1.160 5.529
C 1.265 0.052 1.360
S 0.924 1.677 1.440
C 1.709 -2.841 -1.111
C 2.820 -3.885 -0.963
C 2.550 -5.271 -0.950
C 3.571 -6.189 -0.712
C 4.907 -5.755 -0.615
C 5.173 -4.397 -0.666
C 4.151 -3.460 -0.826
H 0.994 -3.733 1.052
H -0.314 -2.564 1.027
H 2.285 -2.453 2.699
H 0.638 -2.532 3.285
H 1.463 0.950 3.740
H 1.857 -0.660 4.429
H -1.113 1.467 3.487
H -3.416 0.986 4.410
H -3.699 -0.673 6.233
H -1.759 -2.125 6.900
H 0.455 -1.787 5.805
H 1.820 -2.209 -2.004
H 0.797 -3.417 -1.228
H 1.508 -5.611 -1.107
H 3.312 -7.247 -0.574
H 5.723 -6.467 -0.501
H 6.216 -4.038 -0.548
H 4.363 -2.391 -0.879
*
```

Now the Löwdin charges, all in e: 1.6644, 0.0501, -0.8909, 0.5429, -0.0465, -0.1894, -0.1102, -0.1747, -0.0824, -0.1399, -0.1055, -0.0234, -0.3647, -0.2695, 0.0699, 0.0951, 0.1213, 0.1131, 0.0928, 0.1014, 0.0982, 0.0035, -0.4763, -0.1630, -0.1771, -0.2525, -0.0087, -0.0694, -0.0816, -0.1679, 0.0583, -0.2025, 0.0192, -0.0562, -0.0528, -0.1603, -0.0765, 0.1183, 0.1230, 0.1212, 0.1102, 0.1059, 0.0819, 0.1259, 0.1131, 0.1120, 0.0965, 0.6251, -0.6732, -0.0903, -0.1092, -0.1216, -0.1131, -0.1317, -0.2022, -0.0492, -0.0904, -0.0888, -0.0835, -0.0580, -0.6849, 0.7327, -0.1392, -0.1902, -0.0493, -0.0828, -0.0907, -0.0921, -0.0336, 0.1297, 0.1471, 0.1447, 0.1280, 0.0836, 0.1238, 0.0893, 0.1135, 0.1103, 0.1080, 0.1093, 0.0824, 0.1001, 0.1190, 0.1064, 0.1032, 0.1141, 0.1074

(4)
C3H5NO2 as an isolated structure, computed with ωB97M-V with the def2-TZVPD basis set.

Energy above the lowest of the compared OMol25 structures with the same formula, charge and spin   2.999 eV
Frontier orbital gap   10.206 eV
HOMO   -9.848 eV
DFT total energy   -322.464104 hartree

```
! wB97M-V def2-TZVPD RIJCOSX def2/J DEFGRID3
* xyz 0 1
O 0.123 1.459 1.797
C -0.878 0.216 -0.464
C 0.050 0.547 -1.364
O 0.901 -0.566 -1.208
C -0.053 -0.993 -0.234
N -0.069 -2.025 0.466
H 0.245 0.525 2.005
H -1.799 0.602 -0.066
H 0.257 1.314 -2.095
H 0.490 1.542 0.908
H 0.731 -2.623 0.256
*
```

Now the Löwdin charges, all in e: -0.0593, -0.0007, -0.0770, 0.0032, -0.4352, 0.2000, 0.0343, 0.1129, 0.1281, 0.0160, 0.0777

(5)
C35H62IrN8O7P2S as an isolated structure, computed with ωB97M-V with the def2-TZVPD basis set.

Energy above the lowest of the compared OMol25 structures with the same formula, charge and spin   1.415 eV
Frontier orbital gap (alpha / beta)   7.284 / 4.418 eV
HOMO (alpha / beta)   -17.435 / -17.435 eV
DFT total energy   -3519.752555 hartree

```
! wB97M-V def2-TZVPD RIJCOSX def2/J DEFGRID3
* xyz 4 2
Ir 0.019 -0.519 -0.081
C 0.986 2.824 3.923
C -0.367 2.309 4.370
C -0.350 0.884 4.881
O -1.338 2.461 3.279
P -1.614 1.663 1.981
O -0.359 1.194 1.255
C -2.701 0.279 2.319
P -3.269 -0.397 0.754
O -2.038 -0.826 -0.021
O -4.323 -1.501 0.987
C -4.319 -2.799 1.700
C -3.221 -3.689 1.163
C -4.254 -2.592 3.197
O -4.012 0.654 -0.090
C -5.437 1.093 -0.051
C -5.938 1.290 1.363
C -6.290 0.161 -0.879
O -2.577 2.586 1.198
C -2.416 3.888 0.537
C -2.005 3.641 -0.899
C -1.491 4.818 1.291
H 1.713 2.693 4.725
H 0.929 3.888 3.691
H 1.325 2.289 3.034
H -0.763 2.964 5.142
H -0.074 0.193 4.078
H -1.326 0.601 5.277
H 0.375 0.795 5.689
H -3.524 0.595 2.960
H -2.119 -0.498 2.820
H -5.289 -3.213 1.435
H -2.255 -3.187 1.246
H -3.409 -3.926 0.116
H -3.200 -4.621 1.729
H -3.239 -2.360 3.530
H -4.578 -3.502 3.702
H -4.922 -1.788 3.508
H -5.392 2.062 -0.547
H -5.991 0.339 1.896
H -6.945 1.703 1.325
H -5.305 1.987 1.916
H -6.398 -0.806 -0.387
H -5.853 -0.002 -1.863
H -7.281 0.597 -1.003
H -3.422 4.303 0.561
H -0.964 3.309 -0.936
H -2.112 4.558 -1.479
H -2.639 2.866 -1.333
H -0.463 4.453 1.260
H -1.798 4.913 2.330
H -1.531 5.804 0.829
C 0.055 -3.462 3.359
C 0.529 -2.256 2.620
O -0.041 -1.926 1.541
N 1.554 -1.580 3.109
C 2.001 -0.380 2.441
C 2.769 -0.661 1.181
C 4.072 -1.127 1.212
C 4.775 -1.275 0.027
C 4.163 -0.894 -1.159
C 2.852 -0.470 -1.124
N 2.141 -0.404 0.014
H -1.024 -3.561 3.261
H 0.331 -3.435 4.411
H 0.505 -4.352 2.911
H 2.013 -1.900 3.949
H 2.611 0.204 3.128
H 1.127 0.201 2.174
H 4.539 -1.346 2.164
H 5.788 -1.658 0.030
H 4.696 -0.933 -2.100
H 2.338 -0.166 -2.022
C 1.126 -2.331 -2.575
N 0.966 -3.507 -3.371
C 1.227 -4.710 -2.571
N 0.281 -4.752 -1.450
C 0.427 -3.593 -0.623
N 0.160 -2.320 -1.405
C -1.240 -2.460 -2.013
N -1.342 -3.640 -2.809
C -0.392 -3.587 -3.920
C -1.078 -4.831 -1.996
H 0.943 -1.445 -3.187
H 2.138 -2.307 -2.188
H 2.254 -4.702 -2.203
H 1.085 -5.592 -3.191
H 1.448 -3.547 -0.232
H -0.267 -3.638 0.209
H -1.430 -1.581 -2.630
H -1.961 -2.480 -1.211
H -0.591 -2.712 -4.541
H -0.488 -4.481 -4.533
H -1.167 -5.721 -2.616
H -1.801 -4.890 -1.183
S 1.811 3.329 0.015
C 3.227 4.163 -0.467
N 3.141 5.495 -0.791
C 4.179 6.228 -1.181
C 5.444 5.653 -1.274
C 5.592 4.317 -0.954
C 4.483 3.567 -0.553
H 2.232 5.940 -0.713
H 3.989 7.267 -1.416
H 6.287 6.254 -1.585
H 6.568 3.851 -1.012
H 4.572 2.522 -0.295
C -0.850 0.905 -5.103
C -1.080 1.758 -3.841
C -0.531 1.108 -2.655
N -0.059 0.534 -1.782
H -1.334 1.392 -5.946
H -1.282 -0.089 -4.991
H 0.211 0.812 -5.326
H -2.146 1.919 -3.671
H -0.611 2.737 -3.949
*
```

Atomic partial charges in e from the Löwdin method, atoms 1 to 99: 1.4123, -0.0278, -0.3614, -0.0212, -0.1403, 0.4900, -0.4210, -0.1852, 0.4863, -0.3981, -0.1433, -0.3520, -0.0341, -0.0236, -0.1645, -0.3706, -0.0271, -0.0227, -0.1660, -0.3643, -0.0345, -0.0338, 0.1040, 0.0930, 0.0413, 0.1593, 0.0500, 0.1015, 0.1075, 0.1069, 0.0711, 0.1589, 0.0456, 0.0868, 0.1125, 0.0673, 0.1094, 0.0952, 0.1441, 0.0834, 0.1101, 0.0812, 0.0842, 0.0931, 0.1070, 0.1572, 0.0328, 0.1070, 0.0785, 0.0258, 0.0969, 0.1062, 0.0663, -0.4434, -0.1436, 0.1291, -0.1194, -0.2232, 0.0294, 0.0116, -0.0145, -0.1490, -0.0262, 0.0817, 0.1084, 0.1212, 0.1776, 0.1507, 0.0552, 0.1404, 0.1388, 0.1358, 0.0966, -0.1737, -0.0706, -0.1135, -0.0690, -0.1531, -0.1184, -0.1640, -0.0709, -0.1173, -0.1110, 0.1182, 0.1018, 0.1395, 0.1446, 0.1384, 0.1036, 0.1172, 0.0916, 0.1298, 0.1459, 0.1463, 0.1216, 0.8869, -0.6630, 0.0901, 0.0333

Among the records above, which one has the highest DFT total energy?
C3H5NO2

Which value of DFT total energy does entry 5 give?
-3519.752555 hartree

Which value of energy above the lowest of the compared OMol25 structures with the same formula, charge and spin does entry 2 give?
6.475 eV

Which formula does entry 1 have?
C5H11EuO3